No. 1
{
  "formula": "C23H28N2O5S",
  "method": "the ωB97M-V functional and the def2-TZVPD basis",
  "spin_multiplicity": 1,
  "de_lowest_kj_mol": 111.9,
  "smiles": "COc1cc(SC)ccc1C(=O)Nc1cc(C)c(OCC(=O)N2CCOCC2)c(C)c1",
  "homo_energy_ev": -8.196,
  "symbols": ["C", "H", "H", "O", "C", "C", "C", "C", "C", "C", "C", "O", "N", "C", "C", "C", "C", "C", "C", "H", "C", "H", "H", "H", "O", "C", "C", "O", "N", "C", "H", "C", "H", "O", "C", "H", "C", "H", "H", "H", "H", "H", "H", "H", "C", "H", "H", "H", "H", "H", "H", "H", "S", "C", "H", "H", "H", "H", "H"],
  "positions_angstrom": [[3.49725, 0.93744, 3.73744], [2.97963, 1.16497, 4.67527], [4.45323, 0.45263, 3.95648], [2.70078, 0.14767, 2.88717], [2.35573, -1.09605, 3.28147], [2.64654, -1.63889, 4.52444], [2.21397, -2.91960, 4.86001], [1.47073, -3.66609, 3.95840], [1.17712, -3.12350, 2.71970], [1.61067, -1.85728, 2.36098], [1.36115, -1.32954, 0.98455], [2.23783, -0.92273, 0.25829], [0.03497, -1.39402, 0.64582], [-0.57686, -1.00174, -0.54677], [-1.96716, -0.93815, -0.58142], [-2.63806, -0.54308, -1.72662], [-1.89610, -0.19263, -2.85932], [-0.50301, -0.29506, -2.85451], [0.14421, -0.69598, -1.69449], [1.21907, -0.76735, -1.68163], [0.29812, 0.00791, -4.08251], [0.82371, 0.95628, -3.97285], [1.04267, -0.76878, -4.24400], [-0.34589, 0.07483, -4.95470], [-2.55057, 0.18185, -4.02492], [-2.93929, 1.53906, -4.12244], [-1.75110, 2.50805, -4.16767], [-1.22730, 2.77907, -5.23155], [-1.30088, 3.03798, -3.00497], [-1.88019, 2.93620, -1.68332], [-2.58932, 2.11499, -1.62389], [-0.77246, 2.69625, -0.64647], [-1.18998, 2.73650, 0.36105], [0.21962, 3.68928, -0.70705], [0.81533, 3.70374, -1.98477], [1.58184, 4.47938, -1.95989], [-0.22453, 4.01480, -3.06047], [0.21355, 3.97739, -4.05816], [-0.63873, 5.01506, -2.88241], [1.28598, 2.73019, -2.18582], [-0.32553, 1.70624, -0.81644], [-2.39091, 3.88030, -1.44568], [-3.65614, 1.81132, -3.33754], [-3.43358, 1.60945, -5.09525], [-4.13876, -0.51202, -1.74735], [-4.51858, 0.40316, -1.28939], [-4.53992, -1.35329, -1.18648], [-4.50179, -0.56670, -2.77065], [-2.53796, -1.20935, 0.29650], [-0.60207, -1.68452, 1.37479], [0.62042, -3.71384, 2.00556], [1.12367, -4.65735, 4.19702], [2.66647, -3.47743, 6.47120], [2.06528, -5.18887, 6.53180], [2.38096, -5.57451, 7.49623], [0.98140, -5.20734, 6.46549], [2.52171, -5.76864, 5.73511], [3.21586, -1.08879, 5.25620], [3.67719, 1.86114, 3.19042]],
  "atomic_forces_ev_per_a": [[0.1, 0.2, 0.2], [0.0, 0.0, 0.0], [0.0, 0.0, 0.0], [-0.2, -0.3, -0.1], [-0.2, -0.2, 0.0], [0.1, 0.2, 0.0], [-0.1, -0.3, 0.1], [0.0, 0.0, 0.2], [0.1, 0.3, -0.1], [0.2, 0.0, 0.1], [-0.1, -0.1, 0.2], [0.1, 0.1, -0.1], [-0.3, -0.1, 0.2], [0.0, 0.1, -0.4], [0.2, 0.0, -0.1], [0.0, 0.0, -0.2], [0.1, 0.0, 0.2], [-0.4, 0.0, -0.1], [0.0, -0.1, 0.0], [0.0, 0.0, 0.0], [0.0, 0.0, -0.1], [0.0, 0.1, 0.0], [0.1, 0.0, 0.0], [0.1, 0.0, -0.1], [0.2, -0.3, 0.2], [-0.2, 0.2, -0.2], [-0.2, -0.1, 0.1], [0.0, -0.1, -0.4], [0.2, 0.2, 0.1], [0.0, 0.0, 0.4], [0.0, 0.0, 0.0], [-0.4, -0.2, -0.1], [0.0, -0.1, -0.1], [0.1, 0.2, 0.1], [-0.1, 0.2, -0.3], [0.0, -0.1, -0.1], [0.4, 0.0, 0.0], [0.0, 0.1, 0.1], [0.0, 0.0, 0.0], [0.0, 0.1, 0.0], [-0.1, 0.1, 0.0], [0.0, -0.1, 0.0], [0.1, -0.1, -0.1], [0.1, 0.1, 0.2], [0.0, 0.0, -0.1], [-0.1, 0.0, 0.0], [-0.1, 0.0, 0.0], [-0.1, 0.0, 0.0], [-0.1, 0.0, 0.1], [0.2, 0.1, 0.0], [0.0, 0.0, -0.1], [0.0, -0.1, 0.0], [0.0, -0.1, 0.1], [0.1, 0.6, -0.2], [0.0, 0.0, 0.0], [-0.1, -0.1, 0.0], [0.0, -0.1, 0.0], [0.1, 0.2, 0.0], [0.0, -0.1, 0.1]]
}



No. 2
{
  "formula": "C23H28N3O6S",
  "method": "the ωB97M-V functional and the def2-TZVPD basis",
  "spin_multiplicity": 1,
  "de_lowest_kj_mol": 782.9,
  "charge": 1,
  "homo_energy_ev": -12.204,
  "symbols": ["C", "C", "C", "C", "C", "S", "H", "H", "H", "H", "H", "H", "H", "H", "H", "H", "H", "H", "H", "C", "C", "C", "C", "C", "C", "N", "O", "O", "H", "H", "H", "H", "H", "C", "C", "C", "C", "C", "C", "N", "O", "O", "H", "H", "H", "H", "H", "C", "C", "C", "C", "C", "C", "N", "O", "O", "H", "H", "H", "H", "H"],
  "positions_angstrom": [[2.76118, -2.36592, 1.10683], [1.55736, -1.42577, 1.07072], [0.28692, -2.14427, 0.61245], [-1.02622, -1.58838, 1.15478], [-2.22539, -2.48105, 0.87701], [-1.30726, 0.01203, 0.27762], [3.64782, -1.87102, 1.50308], [3.00499, -2.72378, 0.10341], [2.55043, -3.23387, 1.73656], [1.78491, -0.59282, 0.39440], [1.40037, -0.98096, 2.06070], [0.23462, -2.16543, -0.48508], [0.31276, -3.19553, 0.92158], [-0.93570, -1.32561, 2.21140], [-2.15001, -3.34822, 1.53736], [-2.22610, -2.84004, -0.15484], [-3.18855, -2.00516, 1.07373], [-0.19211, 0.67699, 0.65281], [-2.08934, 0.68297, 1.14226], [-1.10050, 2.32087, 6.98032], [-0.01441, 3.15636, 6.75751], [0.63729, 3.14385, 5.53489], [0.16758, 2.28143, 4.55884], [-0.91102, 1.43533, 4.75623], [-1.54781, 1.46012, 5.98418], [0.85646, 2.27342, 3.26664], [1.82729, 2.96956, 3.11024], [0.43022, 1.55306, 2.35715], [-1.60222, 2.33718, 7.93842], [0.33048, 3.82134, 7.53710], [1.48597, 3.77956, 5.33205], [-1.22561, 0.76889, 3.96731], [-2.38958, 0.80703, 6.16841], [-0.76683, -1.99510, -4.77977], [-1.54239, -1.82961, -3.63857], [-2.77724, -2.44605, -3.53236], [-3.20821, -3.22910, -4.58658], [-2.46424, -3.41177, -5.73561], [-1.23048, -2.78206, -5.82519], [-4.52400, -3.90028, -4.46649], [-5.15318, -3.71190, -3.44306], [-4.88477, -4.59402, -5.39005], [0.19750, -1.51055, -4.85770], [-1.18454, -1.21122, -2.82365], [-3.41484, -2.33611, -2.66743], [-2.85255, -4.03270, -6.52937], [-0.63111, -2.90980, -6.71622], [2.01880, 4.11888, -0.56056], [2.21137, 2.77513, -0.26015], [2.58654, 1.89022, -1.25866], [2.74953, 2.37628, -2.54201], [2.57424, 3.70760, -2.86716], [2.20433, 4.58348, -1.85586], [3.11422, 1.41932, -3.61243], [3.20349, 0.24524, -3.30466], [3.28599, 1.86083, -4.72630], [1.73509, 4.80903, 0.22354], [2.07192, 2.41871, 0.74971], [2.75154, 0.83958, -1.06795], [2.72262, 4.03304, -3.88611], [2.06233, 5.63080, -2.08539]],
  "atomic_forces_ev_per_a": [[0.0, 0.0, -0.1], [0.1, 0.1, 0.1], [0.0, -0.1, -0.2], [0.0, 0.0, 0.1], [-0.1, -0.1, 0.0], [0.1, 0.1, -0.3], [-0.1, 0.0, 0.0], [0.0, 0.0, 0.1], [0.0, 0.1, 0.0], [-0.1, 0.0, 0.1], [0.0, -0.1, 0.0], [0.0, -0.1, 0.1], [0.0, 0.1, 0.1], [0.0, 0.0, -0.1], [0.0, 0.0, -0.1], [0.0, 0.1, 0.0], [0.1, 0.0, 0.1], [0.0, 0.1, 0.0], [0.0, -0.1, 0.1], [0.0, 0.0, 0.0], [0.0, 0.0, 0.0], [-0.1, 0.0, 0.0], [0.1, 0.0, -0.1], [0.0, 0.0, 0.0], [0.0, 0.0, 0.0], [0.3, 0.0, -0.6], [0.0, 0.1, 0.3], [-0.5, -0.2, 0.5], [0.0, 0.0, 0.0], [0.0, 0.0, 0.0], [0.0, 0.0, 0.0], [0.0, 0.0, 0.0], [0.0, 0.0, 0.0], [0.0, 0.0, 0.0], [0.0, 0.0, 0.1], [0.0, 0.0, 0.0], [-0.1, -0.1, 0.0], [0.0, 0.0, 0.0], [0.0, 0.0, 0.0], [0.1, 0.0, 0.0], [0.0, 0.0, 0.0], [0.0, 0.0, 0.0], [0.0, 0.0, 0.0], [0.0, 0.0, 0.0], [0.0, 0.0, 0.0], [0.0, 0.0, 0.0], [0.0, 0.0, 0.0], [0.0, 0.0, 0.0], [0.0, -0.1, 0.0], [-0.1, 0.0, 0.0], [0.0, -0.1, -0.1], [0.0, 0.0, 0.0], [0.0, 0.0, 0.0], [0.0, 0.1, 0.0], [0.0, 0.0, 0.0], [0.0, 0.0, 0.0], [0.0, 0.0, 0.0], [0.1, 0.1, 0.0], [0.1, 0.0, 0.0], [0.0, 0.0, 0.0], [0.0, 0.0, 0.0]]
}



No. 3
{
  "formula": "C23H28N4O2",
  "method": "the ωB97M-V functional and the def2-TZVPD basis",
  "spin_multiplicity": 1,
  "de_lowest_kj_mol": 141.6,
  "smiles": "CCN(CC)CCNC(=O)Cn1nc(Cc2ccccc2)c2ccccc2c1=O",
  "homo_energy_ev": -7.867,
  "symbols": ["C", "H", "H", "H", "C", "N", "C", "C", "N", "C", "O", "C", "N", "N", "C", "C", "C", "C", "C", "C", "C", "C", "O", "H", "H", "H", "H", "C", "C", "C", "C", "C", "C", "C", "H", "H", "H", "H", "H", "H", "H", "H", "H", "H", "H", "H", "H", "H", "C", "H", "H", "C", "H", "H", "H", "H", "H"],
  "positions_angstrom": [[2.17079, -0.02652, -3.68330], [1.30197, 0.53643, -4.01239], [2.42177, 0.29382, -2.67486], [3.00628, 0.22167, -4.33386], [1.92796, -1.54111, -3.73693], [0.77381, -2.05425, -3.02627], [-0.43999, -2.20495, -3.78638], [-1.12951, -0.93400, -4.33933], [-1.51460, 0.00045, -3.30603], [-2.55520, -0.22820, -2.49158], [-3.30333, -1.17835, -2.57546], [-2.72722, 0.86150, -1.41323], [-1.60715, 0.88552, -0.49158], [-1.78355, 0.17705, 0.62149], [-0.85130, 0.07615, 1.50633], [0.41737, 0.73947, 1.35082], [1.46492, 0.67011, 2.27768], [2.64677, 1.33229, 2.03789], [2.82237, 2.08118, 0.87465], [1.80665, 2.16464, -0.04850], [0.60030, 1.49894, 0.18040], [-0.45796, 1.56263, -0.82212], [-0.36384, 2.14967, -1.89696], [1.91025, 2.73437, -0.95974], [3.75682, 2.59331, 0.70157], [3.44925, 1.27175, 2.75818], [1.33969, 0.10041, 3.18437], [-1.17250, -0.75242, 2.71499], [-1.18336, 0.07394, 3.97608], [-0.55893, -0.37627, 5.13149], [-0.57956, 0.38687, 6.28598], [-1.22277, 1.61211, 6.29692], [-1.85141, 2.06692, 5.14993], [-1.83306, 1.30184, 3.99827], [-2.32967, 1.65456, 3.10587], [-2.35892, 3.02032, 5.15340], [-1.23645, 2.20937, 7.19634], [-0.09065, 0.02365, 7.17808], [-0.05573, -1.33372, 5.13106], [-0.44827, -1.56532, 2.80670], [-2.16057, -1.19085, 2.55557], [-2.80237, 1.84045, -1.89353], [-3.62527, 0.63718, -0.83774], [-0.94437, 0.82356, -3.14250], [-0.48039, -0.41665, -5.04604], [-2.03544, -1.26022, -4.85958], [-0.21893, -2.84931, -4.64378], [-1.16496, -2.72375, -3.15493], [0.62099, -1.60821, -1.65918], [0.59918, -0.51103, -1.57373], [-0.33725, -1.98742, -1.29408], [1.73301, -2.14316, -0.75906], [2.68930, -1.68839, -1.00278], [1.50452, -1.91572, 0.27993], [1.81775, -3.21992, -0.87535], [1.82664, -1.85088, -4.77968], [2.81614, -2.04152, -3.33347]],
  "atomic_forces_ev_per_a": [[-0.1, -0.3, 0.0], [-0.1, 0.1, 0.0], [0.0, 0.1, 0.1], [0.1, 0.1, 0.0], [0.1, 0.0, 0.1], [-0.1, 0.0, 0.0], [-0.2, 0.2, -0.2], [0.0, -0.6, 0.1], [0.4, 0.1, -0.3], [0.0, 0.6, 0.3], [-0.3, -0.4, 0.0], [-0.4, -0.1, -0.3], [0.5, 0.5, -0.3], [-0.3, -0.7, 0.8], [-0.3, -0.1, -0.2], [0.3, 0.4, -0.5], [-0.1, -0.1, 0.0], [0.0, -0.1, 0.1], [0.0, 0.0, -0.1], [-0.1, 0.0, -0.1], [0.1, -0.2, 0.4], [-0.2, 0.0, 0.0], [0.2, 0.2, 0.0], [0.0, 0.0, -0.1], [0.1, 0.0, 0.0], [0.0, 0.0, 0.1], [0.0, 0.0, 0.1], [-0.1, 0.0, 0.0], [0.0, -0.1, 0.1], [-0.1, 0.0, 0.0], [0.0, 0.0, 0.1], [0.0, 0.0, 0.1], [0.0, 0.1, 0.0], [0.0, -0.1, 0.0], [0.0, 0.1, -0.1], [0.0, 0.1, 0.0], [0.0, 0.0, 0.1], [0.0, 0.0, 0.1], [0.1, -0.1, 0.0], [0.0, 0.0, 0.0], [0.1, 0.0, 0.0], [0.0, -0.1, 0.1], [0.2, 0.0, -0.1], [-0.2, -0.1, 0.1], [0.0, 0.0, 0.0], [0.1, 0.1, -0.1], [-0.1, 0.0, 0.0], [0.0, 0.0, -0.1], [0.2, -0.1, 0.2], [-0.1, -0.1, 0.0], [0.0, 0.1, 0.0], [-0.3, 0.2, -0.1], [0.2, 0.0, 0.0], [0.1, 0.0, 0.1], [0.0, -0.1, 0.0], [0.1, -0.1, 0.0], [0.0, 0.0, -0.2]]
}



No. 4
{
  "formula": "C23H28N4O5S",
  "method": "the ωB97M-V functional and the def2-TZVPD basis",
  "spin_multiplicity": 1,
  "de_lowest_kj_mol": 344.7,
  "smiles": "CCN(CC)S(=O)(=O)c1ccc(N2CCOCC2)c(NC(=O)COc2ccccc2C#N)c1",
  "homo_energy_ev": -8.003,
  "symbols": ["C", "H", "H", "H", "C", "N", "S", "O", "O", "C", "C", "C", "C", "C", "C", "H", "N", "C", "O", "C", "H", "O", "C", "C", "C", "C", "C", "C", "C", "N", "H", "H", "H", "H", "H", "H", "N", "C", "H", "C", "O", "C", "H", "C", "H", "H", "H", "H", "H", "H", "H", "H", "C", "C", "H", "H", "H", "H", "H", "H", "H"],
  "positions_angstrom": [[-0.97662, -5.39262, -1.89817], [-0.87336, -5.72136, -0.86719], [-1.84564, -5.87263, -2.34150], [-0.09010, -5.69941, -2.44887], [-1.14479, -3.87537, -1.92498], [-0.05638, -3.15809, -1.29341], [0.06093, -3.36691, 0.36495], [-1.27953, -3.44846, 0.87241], [0.98333, -4.41499, 0.71060], [0.76560, -1.80220, 0.83806], [2.09393, -1.66039, 1.19312], [2.58244, -0.41249, 1.51698], [1.77437, 0.73897, 1.48470], [0.43594, 0.56734, 1.06387], [-0.05363, -0.69529, 0.77463], [-1.08069, -0.83667, 0.47261], [-0.44922, 1.65131, 0.83892], [-0.20798, 2.64071, -0.06456], [0.88448, 2.98628, -0.43923], [-1.47961, 3.35120, -0.55474], [-1.53989, 4.32839, -0.06468], [-2.69004, 2.70949, -0.23029], [-3.00724, 1.48322, -0.73734], [-4.17466, 0.93025, -0.20355], [-4.61190, -0.32075, -0.58058], [-3.88938, -1.06415, -1.50543], [-2.74462, -0.53259, -2.05271], [-2.28781, 0.74240, -1.68620], [-1.11318, 1.16536, -2.34820], [-0.17717, 1.41354, -2.96344], [-2.16706, -1.08934, -2.77432], [-4.22145, -2.04826, -1.79422], [-5.51397, -0.72308, -0.14690], [-4.71808, 1.51845, 0.51939], [-1.37501, 3.51749, -1.63278], [-1.42053, 1.43257, 1.02179], [2.27537, 1.96774, 1.82305], [1.56875, 2.86768, 2.71065], [0.49736, 2.68566, 2.66952], [1.87606, 4.31904, 2.32956], [3.26287, 4.55849, 2.35893], [3.91582, 3.70116, 1.45229], [4.97627, 3.95415, 1.49767], [3.69806, 2.22702, 1.81641], [4.18056, 1.60984, 1.05970], [4.14486, 2.02609, 2.80249], [3.53237, 3.87072, 0.43643], [1.42649, 5.00802, 3.04696], [1.48729, 4.51981, 1.32184], [1.91568, 2.69854, 3.74320], [3.60859, -0.32446, 1.83438], [2.72058, -2.53657, 1.24093], [1.22429, -3.11480, -1.97290], [1.49337, -1.72817, -2.55094], [1.48933, -0.97571, -1.76712], [2.46172, -1.71448, -3.04381], [0.73141, -1.46201, -3.27864], [1.99796, -3.37766, -1.24702], [1.25083, -3.86001, -2.77306], [-2.04120, -3.60210, -1.36537], [-1.23728, -3.51288, -2.95325]],
  "atomic_forces_ev_per_a": [[0.0, 0.3, -0.1], [0.0, -0.2, 0.0], [-0.1, -0.1, 0.0], [0.1, -0.1, 0.0], [-0.4, -0.4, 0.1], [-0.1, 0.0, 1.1], [0.2, 0.4, -0.2], [-0.2, 0.1, -0.2], [0.2, 0.2, -0.1], [-0.1, -0.5, -0.1], [-0.1, -0.2, 0.0], [0.0, 0.1, 0.0], [-0.1, -0.3, 0.0], [0.2, -0.2, -0.1], [0.1, 0.1, 0.1], [-0.2, 0.1, -0.1], [-0.3, -0.3, 0.2], [-0.3, 0.3, 0.1], [0.0, 0.1, -0.3], [0.5, 0.4, -0.2], [0.1, -0.1, -0.1], [-0.3, -0.4, 0.1], [-0.2, -0.1, -0.1], [0.2, 0.1, 0.0], [0.1, 0.1, 0.0], [0.0, -0.1, -0.1], [-0.2, 0.0, 0.1], [-0.7, -0.1, 0.4], [0.4, 0.2, -0.4], [0.3, 0.1, -0.2], [0.1, 0.0, -0.1], [0.0, -0.1, 0.0], [-0.1, 0.0, 0.1], [-0.1, 0.1, 0.1], [0.0, 0.0, 0.2], [0.2, 0.1, -0.1], [0.2, 0.1, 0.0], [0.0, 0.4, 0.1], [0.1, 0.0, 0.0], [-0.4, -0.2, 0.1], [0.1, 0.1, 0.1], [0.2, -0.3, -0.1], [0.0, -0.1, -0.1], [0.1, 0.3, -0.1], [0.0, 0.0, 0.0], [0.1, 0.0, -0.1], [0.1, 0.0, 0.1], [0.0, -0.1, 0.0], [0.0, 0.0, 0.1], [-0.1, 0.0, 0.0], [0.1, 0.0, 0.0], [0.1, -0.1, 0.0], [0.5, 0.4, -0.2], [0.0, -0.3, 0.1], [0.0, 0.1, 0.1], [0.1, 0.1, -0.1], [-0.1, 0.1, -0.1], [0.1, -0.1, -0.3], [0.0, -0.1, 0.2], [-0.1, 0.0, -0.3], [0.0, 0.1, 0.1]]
}



no.,electronic energy (Eh),orbital gap (eV)
1,-1777.14206,8.758
2,-1906.57663,8.306
3,-1262.77286,7.991
4,-1886.61837,8.109